This record from the Open Molecules 2025 dataset describes a 2-piece molecular cluster, C2H5N2O2 overall at a distorted geometry. The level of theory is ωB97M-V with the def2-TZVPD basis set.

Its net charge is -1. The value obtained for the energy relative to the best compared isomer or geometry (same formula, charge and spin) is 12.80 kcal per mole. The HOMO energy comes out at -4.9 eV. The value obtained for the total energy is -339.25526 Ha. Its LUMO energy is 4.4074 eV.

The geometry in XYZ format:
```
11
Properties=species:S:1:pos:R:3:forces:R:3
O 1.3633 1.5911 0.4017 1.402 -1.470 0.575
O 1.8920 -0.5778 -0.1546 0.213 1.868 1.475
N -2.9869 -0.5956 0.2479 2.554 -0.035 -0.153
N -0.7972 -0.7608 -0.7991 -1.606 -2.808 -0.469
C 2.1699 0.6254 0.2724 -1.712 -0.869 -2.768
C -1.7327 -0.2234 0.0007 -1.937 0.271 0.713
H -3.2588 -0.0684 1.0852 -0.201 0.185 -0.695
H -1.3250 0.6807 0.4082 0.156 0.613 0.768
H -1.0312 -1.7697 -0.9931 0.456 1.448 -0.044
H 3.2687 0.7888 0.2024 0.041 0.438 0.817
H 0.1691 -0.6548 -0.4584 0.635 0.359 -0.220
```
Forces are in eV/Å.